# CCl6P

2 unconnected molecules or ions with the total composition CCl6P at a distorted geometry (wB97M-V/def2-TZVPD, the Open Molecules 2025 dataset).

Geometry as ORCA input:
```
! RIJCOSX wB97M-V def2-TZVPD def2/J DEFGRID3
* xyz 1 1
C 0.31 1.00 1.02
P -0.09 -0.74 -0.79
Cl 1.70 0.59 1.89
Cl -1.57 -2.13 -0.42
Cl -1.23 0.54 1.93
Cl -0.65 0.28 -2.35
Cl 0.15 2.38 0.06
Cl 1.38 -1.91 -1.34
*
```

**HOMO energy**: -14.74 eV
**ΔE to the lowest compared entry with this formula, charge and spin**: 1.5505 eV
**Total energy**: -3140.3296 a.u.
**Kohn-Sham gap**: 8.0 eV

=====

# C6H6FO

A gas-phase ion, C6H6FO (charge +1) at a distorted geometry (wB97M-V/def2-TZVPD, the Open Molecules 2025 dataset).

Geometry as ORCA input:
```
! RIJCOSX wB97M-V def2-TZVPD def2/J DEFGRID3
* xyz 1 1
C -0.34 1.49 -0.02
C 0.90 0.95 -0.05
C -1.33 0.47 -0.01
C 0.78 -0.48 -0.04
C -2.66 0.38 0.03
C 1.88 -1.44 -0.01
O -0.43 -0.89 -0.04
F -3.31 -0.74 0.02
H -0.57 2.54 0.00
H 1.83 1.48 -0.06
H -3.28 1.28 0.10
H 1.54 -2.45 -0.26
H 2.30 -1.47 1.00
H 2.70 -1.13 -0.67
*
```

**HOMO energy**: -14.95 eV
**ΔE to the lowest compared entry with this formula, charge and spin**: 0.0000 eV
**Total energy**: -407.0086 a.u.
**Kohn-Sham gap**: 8.9 eV

=====

# C42H54N12

12 unconnected molecules or ions with the total composition C42H54N12 at a distorted geometry (wB97M-V/def2-TZVPD, the Open Molecules 2025 dataset).

Geometry as ORCA input:
```
! RIJCOSX wB97M-V def2-TZVPD def2/J DEFGRID3
* xyz 0 1
C -8.36 10.48 15.45
C -8.55 11.50 16.48
N -8.77 12.35 17.22
H -9.35 10.50 14.97
H -8.16 9.51 15.89
H -7.71 10.80 14.65
C -9.88 15.23 14.53
C -8.92 14.21 14.07
N -8.16 13.42 13.73
H -9.72 16.12 13.94
H -9.76 15.40 15.60
H -10.86 14.77 14.39
C -4.97 9.01 9.74
C -5.21 7.57 9.61
N -5.50 6.47 9.55
H -4.60 9.20 10.75
H -5.90 9.52 9.52
H -4.17 9.33 9.07
N -5.63 12.55 15.26
C -5.31 12.08 16.52
C -3.97 11.75 16.44
C -3.49 12.07 15.16
C -4.52 12.63 14.46
H -6.55 12.76 14.91
H -6.00 12.18 17.34
H -3.34 11.32 17.21
H -2.51 12.07 14.71
H -4.64 13.09 13.49
N -3.89 3.20 15.49
C -4.43 4.42 15.86
C -3.81 5.41 15.11
C -2.85 4.79 14.28
C -3.03 3.45 14.47
H -3.96 2.29 15.92
H -5.28 4.50 16.51
H -3.93 6.48 15.19
H -2.13 5.28 13.65
H -2.56 2.65 13.92
N -5.58 2.18 12.20
C -6.07 3.28 12.84
C -7.39 3.08 13.18
C -7.66 1.76 12.75
C -6.58 1.25 12.05
H -4.65 2.16 11.81
H -5.31 4.04 12.96
H -8.07 3.76 13.65
H -8.54 1.15 12.90
H -6.44 0.33 11.52
N -1.99 9.88 12.13
C -1.62 9.86 10.81
C -1.71 8.55 10.40
C -2.06 7.76 11.50
C -2.23 8.61 12.57
H -2.01 10.78 12.58
H -1.28 10.74 10.30
H -1.45 8.20 9.41
H -2.26 6.71 11.51
H -2.48 8.42 13.60
N -7.09 7.43 12.17
C -7.59 8.69 11.91
C -6.85 9.65 12.55
C -5.77 8.96 13.17
C -6.00 7.63 12.94
H -7.47 6.60 11.75
H -8.43 8.71 11.23
H -7.06 10.70 12.62
H -4.93 9.40 13.68
H -5.50 6.71 13.24
N -9.07 6.99 15.33
C -10.36 7.30 15.63
C -10.57 6.93 16.94
C -9.32 6.51 17.44
C -8.39 6.50 16.41
H -8.62 7.17 14.44
H -10.91 7.73 14.80
H -11.52 6.87 17.44
H -9.17 6.13 18.44
H -7.37 6.17 16.28
N -8.68 12.94 7.74
C -8.98 12.59 9.05
C -7.82 12.11 9.60
C -6.86 11.97 8.55
C -7.46 12.46 7.42
H -9.33 13.41 7.15
H -9.92 12.89 9.48
H -7.57 11.78 10.59
H -5.87 11.56 8.64
H -7.11 12.60 6.41
N -12.07 9.59 12.40
C -12.83 10.68 12.06
C -12.02 11.76 11.91
C -10.69 11.33 12.15
C -10.73 10.00 12.50
H -12.35 8.65 12.59
H -13.89 10.47 12.12
H -12.33 12.75 11.64
H -9.82 11.96 12.13
H -9.93 9.28 12.59
N -10.08 5.10 9.24
C -9.66 5.48 8.01
C -9.66 6.86 7.99
C -10.11 7.30 9.26
C -10.27 6.19 10.05
H -10.20 4.14 9.53
H -9.47 4.82 7.19
H -9.39 7.53 7.19
H -10.12 8.34 9.56
H -10.47 6.10 11.11
*
```

**HOMO energy**: -8.09 eV
**Total energy**: -2289.7480 a.u.
**SMILES string**: c1cc[nH]c1.c1cc[nH]c1.c1cc[nH]c1.c1cc[nH]c1.c1cc[nH]c1.c1cc[nH]c1.c1cc[nH]c1.c1cc[nH]c1.c1cc[nH]c1.CC#N.CC#N.CC#N
**Kohn-Sham gap**: 8.7 eV

=====

# C4H12O2S

2 unconnected molecules or ions with the total composition C4H12O2S at a distorted geometry (wB97M-V/def2-TZVPD, the Open Molecules 2025 dataset).

Geometry as ORCA input:
```
! RIJCOSX wB97M-V def2-TZVPD def2/J DEFGRID3
* xyz 0 1
C -0.44 -1.61 -1.50
O -0.88 -2.02 -0.15
C 0.68 -0.45 -1.39
C 0.40 0.35 -0.15
C 1.01 1.68 -0.02
S -0.05 2.75 1.14
H -0.07 -2.51 -2.10
H -1.41 -1.33 -1.98
H -1.72 -1.55 -0.12
H 0.62 0.26 -2.22
H 1.74 -0.87 -1.54
H 0.72 -0.27 0.77
H -0.75 0.43 -0.18
H 2.04 1.81 0.41
H 1.12 2.22 -0.98
H -1.22 2.11 0.88
H -0.44 -0.83 3.65
H -1.06 -0.09 2.46
O -0.31 -0.10 3.01
*
```

**HOMO energy**: -8.82 eV
**ΔE to the lowest compared entry with this formula, charge and spin**: 1.4115 eV
**Total energy**: -708.2070 a.u.
**SMILES string**: OCCCCS.O
**Kohn-Sham gap**: 9.3 eV

=====

# C4H2Br3Cl

C4H2Br3Cl in the gas phase at a distorted geometry (wB97M-V/def2-TZVPD, the Open Molecules 2025 dataset).

Geometry as ORCA input:
```
! RIJCOSX wB97M-V def2-TZVPD def2/J DEFGRID3
* xyz 0 1
C 1.12 0.17 -0.53
C -0.06 0.67 -0.94
C 0.53 -0.53 0.66
C -0.82 0.01 0.14
Cl -0.59 1.66 -2.19
Br 0.70 -2.46 0.67
Br -2.26 -1.13 -0.22
Br -1.58 1.58 1.70
H 2.12 0.19 -0.91
H 0.82 -0.17 1.64
*
```

**HOMO energy**: -10.07 eV
**ΔE to the lowest compared entry with this formula, charge and spin**: 0.2039 eV
**Total energy**: -8335.7860 a.u.
**SMILES string**: ClC1=C[C@H](Br)C1(Br)Br
**Kohn-Sham gap**: 9.0 eV

=====

# C4H7NO2

C4H7NO2 in the gas phase at a distorted geometry (wB97M-V/def2-TZVPD, the Open Molecules 2025 dataset).

Geometry as ORCA input:
```
! RIJCOSX wB97M-V def2-TZVPD def2/J DEFGRID3
* xyz 0 1
C -1.48 -0.89 0.08
C -0.32 -0.30 -0.70
C -0.04 1.10 -0.10
N 1.15 0.80 0.64
C 1.76 -0.37 0.25
O 2.86 -0.75 0.54
O 0.89 -1.06 -0.54
H -1.20 -1.08 1.12
H -1.77 -1.82 -0.38
H -2.37 -0.24 0.12
H -0.47 -0.20 -1.78
H -0.81 1.52 0.57
H 0.11 1.81 -0.91
H 1.71 1.49 1.09
*
```

**HOMO energy**: -9.95 eV
**ΔE to the lowest compared entry with this formula, charge and spin**: 0.1922 eV
**Total energy**: -361.8738 a.u.
**SMILES string**: C[C@H]1CNC(=O)O1
**Kohn-Sham gap**: 10.7 eV

=====

# C5H9ClNNaO2

A molecular structure, C5H9ClNNaO2 at a distorted geometry (wB97M-V/def2-TZVPD, the Open Molecules 2025 dataset).

Geometry as ORCA input:
```
! RIJCOSX wB97M-V def2-TZVPD def2/J DEFGRID3
* xyz 0 1
O -2.32 2.47 0.40
C -1.99 1.46 1.08
O -1.88 1.50 2.46
C -1.65 0.14 0.21
N -0.71 0.58 -0.84
C 0.34 -0.43 -1.13
C 1.32 -0.71 0.08
C 2.87 -0.56 -0.33
Cl 3.87 -0.82 1.19
H -1.27 -0.70 0.87
H -2.61 -0.27 -0.28
H -1.26 0.81 -1.68
H 0.97 0.01 -1.98
H -0.12 -1.38 -1.58
H 1.12 -0.08 0.99
H 1.21 -1.81 0.38
H 3.07 0.43 -0.82
H 3.08 -1.45 -1.02
Na -4.05 0.80 2.00
*
```

**HOMO energy**: -8.45 eV
**Total energy**: -1023.6127 a.u.
**Kohn-Sham gap**: 7.2 eV

=====

# C7H9Cl5GeNORbSbSe4

A molecular structure, C7H9Cl5GeNORbSbSe4 at a distorted geometry (wB97M-V/def2-TZVPD, the Open Molecules 2025 dataset).

Geometry as ORCA input:
```
! RIJCOSX wB97M-V def2-TZVPD def2/J DEFGRID3
* xyz -2 2
Rb -0.61 1.09 1.19
O -1.48 0.31 -1.25
C -0.57 0.13 -2.30
C 0.84 -0.25 -1.85
C 1.82 -0.48 -2.82
C 3.09 -0.82 -2.41
C 3.35 -0.93 -1.04
C 2.32 -0.69 -0.17
N 1.09 -0.34 -0.56
H -1.86 -0.59 -1.06
H -0.52 1.06 -2.87
H -0.92 -0.66 -2.97
H 1.57 -0.39 -3.87
H 3.87 -1.01 -3.13
H 4.33 -1.21 -0.67
H 2.47 -0.78 0.90
Cl -3.24 2.52 0.97
C -3.38 2.28 2.75
Cl -2.76 0.69 3.23
H -4.43 2.32 3.01
H -2.80 3.05 3.24
Se -3.19 -2.72 2.27
Sb -1.80 -3.69 0.53
Se -2.41 -2.83 -1.69
Se 0.58 -3.62 0.99
Se -2.18 -6.19 0.52
Cl 1.58 2.95 0.35
Ge 2.15 2.73 2.58
Cl -0.01 3.27 3.33
Cl 3.11 4.79 2.78
*
```

**HOMO energy (spin up / spin down)**: -1.56 / -1.55 eV
**ΔE to the lowest compared entry with this formula, charge and spin**: 0.6881 eV
**Total energy**: -14650.3714 a.u.
**Kohn-Sham gap (spin up / spin down)**: 5.1 / 5.1 eV

=====

# C4H4Cl2F2

C4H4Cl2F2 in the gas phase at a distorted geometry (wB97M-V/def2-TZVPD, the Open Molecules 2025 dataset).

Geometry as ORCA input:
```
! RIJCOSX wB97M-V def2-TZVPD def2/J DEFGRID3
* xyz 0 1
C 1.05 0.71 -0.72
C 0.86 0.22 -1.90
C 0.19 0.38 0.41
C -0.81 -0.75 0.18
H 0.20 -0.59 -2.04
H 1.39 0.61 -2.83
H 0.85 0.05 1.25
H -0.37 1.22 0.75
F -0.26 -1.94 -0.10
F -1.69 -0.51 -0.79
Cl 2.21 1.95 -0.39
Cl -1.75 -0.93 1.75
*
```

**HOMO energy**: -10.06 eV
**ΔE to the lowest compared entry with this formula, charge and spin**: 0.0000 eV
**Total energy**: -1274.9161 a.u.
**SMILES string**: C=C(Cl)CC(F)(F)Cl
**Kohn-Sham gap**: 10.9 eV

=====

# C30H28FN2O4PdS6

A molecular structure, C30H28FN2O4PdS6 (wB97M-V/def2-TZVPD, the Open Molecules 2025 dataset).

Geometry as ORCA input:
```
! RIJCOSX wB97M-V def2-TZVPD def2/J DEFGRID3
* xyz -1 1
Pd -0.11 -1.30 -2.32
C -0.21 -0.50 5.41
C 0.24 0.81 4.78
C -0.37 2.04 5.44
C -1.88 2.07 5.25
C -2.23 1.88 3.80
C -3.45 2.32 3.31
C -3.76 2.14 1.96
F -4.96 2.59 1.53
C -2.89 1.56 1.08
C -1.65 1.11 1.56
C -0.73 0.46 0.60
O -1.08 0.33 -0.58
C 0.53 0.02 1.16
C 0.76 0.24 2.48
N -0.09 0.83 3.35
C -1.33 1.27 2.91
C 1.64 -0.70 0.41
O 2.76 -0.68 0.92
O 1.33 -1.28 -0.67
H -0.01 -0.50 6.48
H 0.31 -1.34 4.96
H -1.28 -0.66 5.27
H 1.32 0.88 4.84
H 0.08 2.94 4.99
H -0.11 2.05 6.50
H -2.29 3.02 5.60
H -2.34 1.28 5.85
H -4.16 2.80 3.96
H -3.12 1.44 0.04
H 1.71 -0.08 2.88
C 2.56 -3.02 -3.57
S 2.56 -1.22 -3.66
C 1.78 -0.92 -5.20
C 0.47 -1.10 -5.47
S -0.78 -1.77 -4.47
S -0.02 -0.60 -7.07
C 1.52 -0.07 -7.66
S 1.74 0.59 -9.16
S 2.76 -0.23 -6.48
H 2.93 -3.27 -2.58
H 3.21 -3.44 -4.34
H 1.54 -3.39 -3.68
C -1.70 -2.39 -1.80
C -1.31 -3.03 -0.53
C -1.77 -2.51 0.68
C -1.36 -3.05 1.89
C -0.47 -4.12 1.90
C -0.02 -4.67 0.70
C -0.44 -4.12 -0.50
C -0.04 -4.67 3.15
N 0.30 -5.12 4.16
H -2.50 -1.66 -1.66
H -1.97 -3.09 -2.59
H -2.44 -1.67 0.67
H -1.71 -2.63 2.82
H 0.67 -5.50 0.71
H -0.06 -4.52 -1.43
O 0.17 3.28 -0.73
S 0.09 2.64 -2.08
C 0.54 3.94 -3.26
C 2.02 4.18 -3.02
C 2.65 2.78 -3.06
C 1.69 1.82 -2.35
H -0.11 4.79 -3.07
H 0.35 3.55 -4.26
H 2.15 4.63 -2.03
H 2.46 4.85 -3.76
H 3.64 2.76 -2.59
H 2.78 2.47 -4.10
H 2.01 1.52 -1.35
H 1.49 0.92 -2.93
*
```

**HOMO energy**: -4.98 eV
**ΔE to the lowest compared entry with this formula, charge and spin**: 0.5975 eV
**Total energy**: -4187.4709 a.u.
**Kohn-Sham gap**: 7.0 eV

=====

# C4H6N2

C4H6N2 in the gas phase (wB97M-V/def2-TZVPD, the Open Molecules 2025 dataset).

Geometry as ORCA input:
```
! RIJCOSX wB97M-V def2-TZVPD def2/J DEFGRID3
* xyz 0 1
C -2.02 0.02 0.50
C 0.17 0.22 -0.46
C 1.23 -0.49 -0.70
N 2.43 -0.29 0.11
N 2.55 0.49 1.04
C -0.94 0.83 -0.17
H -2.96 0.20 -0.01
H -1.78 -1.04 0.40
H -2.12 0.27 1.55
H 1.33 -1.22 -1.49
H 3.22 -0.86 -0.27
H -1.12 1.86 -0.50
*
```

**HOMO energy**: -8.00 eV
**ΔE to the lowest compared entry with this formula, charge and spin**: 4.5240 eV
**Total energy**: -265.3693 a.u.
**Kohn-Sham gap**: 8.7 eV

=====

# C9H10Cl2N6Pd

A molecular structure, C9H10Cl2N6Pd (wB97M-V/def2-TZVPD, the Open Molecules 2025 dataset).

Geometry as ORCA input:
```
! RIJCOSX wB97M-V def2-TZVPD def2/J DEFGRID3
* xyz 2 1
Pd 0.60 -0.98 -1.18
Cl 1.31 -3.30 -1.12
C 1.22 -3.37 -2.91
Cl 0.65 -1.76 -3.47
H 0.49 -4.12 -3.20
H 2.21 -3.55 -3.30
N 1.88 -2.08 1.70
C 0.92 -1.15 1.85
N 0.44 -0.91 3.05
C -0.48 0.06 3.16
N -1.05 0.26 4.32
N -0.85 0.88 2.13
C -0.36 0.56 0.98
N 0.48 -0.48 0.74
C -0.67 1.36 -0.22
C -1.34 2.56 -0.20
C -1.50 3.25 -1.40
C -0.98 2.72 -2.56
C -0.32 1.51 -2.52
N -0.17 0.84 -1.37
H 2.21 -2.49 2.56
H 2.57 -1.95 0.98
H -0.80 -0.31 5.12
H -1.72 1.01 4.44
H -1.72 2.93 0.74
H -2.03 4.20 -1.41
H -1.07 3.24 -3.51
H 0.10 1.06 -3.41
*
```

**HOMO energy**: -16.38 eV
**Total energy**: -1725.2620 a.u.
**Kohn-Sham gap**: 7.8 eV

=====

Which of these has the highest total energy?
C4H6N2

=====

The highest total energy belongs to which entry?
C4H6N2

=====

Which of these has the highest total energy?
C4H6N2